Below is a structure of composition C30H31N5O6RhS at a distorted geometry, with properties calculated with ωB97M-V/def2-TZVPD.

Geometry as XYZ:
```
74
Properties=species:S:1:pos:R:3:forces:R:3
Rh -0.220573 -0.986420 1.230697 -0.7 -1.2 0.2
S -0.551862 -1.964556 -1.927020 -0.1 -0.1 0.0
O 0.553239 0.602715 4.959896 0.2 0.0 0.0
O -4.654903 3.296931 -1.877943 0.0 0.0 0.0
O -1.246443 -3.105131 -2.481519 0.0 0.0 0.0
O -0.433750 -0.239975 3.158143 -0.1 0.4 0.1
O -1.849141 1.976546 2.769448 0.1 0.1 -0.1
O -1.262790 -0.713304 -1.927314 0.0 0.1 -0.1
N 1.257503 0.201366 0.714677 0.4 -0.1 -0.3
N -2.158588 -0.402597 0.792572 -0.1 0.7 -0.3
N -3.547070 1.220297 -0.419239 -0.2 -0.1 -0.1
N 1.156625 -2.352828 1.945128 0.4 0.6 -0.1
N -0.032818 -2.244038 -0.430825 0.0 0.2 0.4
C 0.925959 -1.768077 -2.892047 0.0 0.0 -0.1
C 2.946950 -4.297623 2.710221 0.0 0.0 0.0
C 1.082959 -4.377816 -1.060625 -0.1 0.0 0.0
C 2.008789 -1.096423 -2.349143 0.0 0.0 -0.1
C 3.182756 -1.417872 -4.427808 0.0 0.0 0.0
C -2.816778 0.359236 0.214720 0.2 -0.3 0.2
C 2.356409 -4.373669 1.426348 0.0 0.0 0.1
C -3.965794 0.974779 -1.804645 0.1 0.1 0.0
C -3.901083 2.294189 -2.549013 -0.1 0.0 0.0
C 1.453538 -3.356443 1.074066 -0.1 0.0 0.0
C 0.797758 -3.337170 -0.194908 0.1 0.1 -0.1
C -4.109017 3.561564 -0.595135 0.0 0.0 0.0
C 0.357514 2.968337 2.968628 -0.1 0.0 0.1
C -4.176082 2.334976 0.295555 0.0 0.1 0.0
C 2.354130 1.718213 -0.682622 0.1 0.2 0.0
C 2.629195 -5.407538 0.502806 0.0 0.0 0.0
C 3.140040 -0.922811 -3.132551 0.1 0.0 0.0
C -0.026899 1.991008 -0.471309 -0.1 -0.1 -0.1
C 2.407980 2.837972 -1.484703 0.2 -0.2 0.1
C 2.628342 -3.277232 3.557217 0.0 0.0 0.0
C 1.707199 -2.299321 3.134036 0.0 0.1 -0.1
C 0.954306 -2.277008 -4.182600 0.0 0.0 0.0
C 0.051039 3.091885 -1.303448 0.1 0.0 0.0
C -0.724099 2.128365 3.642522 0.0 0.0 -0.1
C -1.215146 2.794289 4.916290 0.0 0.0 0.0
C 2.092085 -2.095913 -4.955054 -0.1 0.0 0.0
C 1.124356 1.233354 -0.123841 0.2 -0.1 0.4
C 1.993535 -5.391460 -0.706089 0.0 0.0 0.0
C -0.126455 0.740175 3.952081 -0.1 -0.4 0.0
C 1.258512 3.540407 -1.828098 -0.2 0.2 -0.1
H -1.578317 3.798281 4.686530 0.0 0.0 0.0
H 3.990572 -0.391764 -2.724581 0.0 0.0 0.0
H -3.629996 2.501812 1.225111 0.0 0.0 0.0
H 3.257066 1.176963 -0.422744 0.0 0.0 0.0
H -2.033079 2.218966 5.352199 0.0 0.0 0.0
H 0.727193 2.462836 2.082017 0.1 0.0 -0.1
H -4.693929 4.372537 -0.162476 0.0 0.0 0.0
H -4.332379 2.187650 -3.543499 0.0 0.0 0.0
H 4.071292 -1.276880 -5.031264 0.0 0.0 0.0
H 3.369104 3.164211 -1.870925 0.0 0.0 0.0
H -1.745192 1.084281 2.407773 0.0 -0.1 0.0
H 1.956003 -0.726401 -1.331322 0.0 0.0 0.1
H 3.653466 -5.064901 3.005779 0.0 0.0 0.0
H -4.987981 0.583655 -1.809932 0.0 0.0 0.0
H 3.067832 -3.199073 4.541466 0.0 0.0 0.0
H 3.327815 -6.190978 0.767844 0.0 0.0 0.0
H -0.064952 3.933256 2.680431 0.0 0.0 0.0
H -5.218266 2.081524 0.516338 0.0 0.0 0.0
H -0.851926 3.648887 -1.534799 -0.1 0.0 0.0
H 0.586287 -4.425131 -2.016720 0.0 0.0 0.0
H -3.066661 3.885886 -0.689780 0.0 0.0 0.0
H 1.189602 3.128610 3.655355 0.0 0.0 0.0
H -2.856156 2.606365 -2.642428 0.1 0.0 0.0
H 1.301024 4.410631 -2.470945 0.0 0.0 0.0
H 0.094479 -2.812921 -4.561536 0.0 0.0 0.0
H 2.186628 -6.180908 -1.422314 0.0 0.0 0.0
H -3.282189 0.249181 -2.242669 0.0 0.0 0.0
H 2.128905 -2.486167 -5.964453 0.0 0.0 0.0
H 1.405018 -1.465495 3.758602 0.1 0.0 0.0
H -0.404389 2.856352 5.639103 0.0 0.0 0.0
H -0.968309 1.707324 -0.033731 -0.1 0.1 0.0
```
Forces are in eV/Å.

Output
HOMO level (alpha / beta), eV: -3.06 / -3.06
HOMO-LUMO gap (alpha / beta), eV: 5.40 / 5.40
Net charge: -1
LUMO level (alpha / beta), Ha: 0.0860 / 0.0860

Löwdin atomic charge list, values in e, 4 entries: number 1, Rh, carries 1.04; number 2, S, carries 0.60; number 3, O, carries 0.04; number 4, O, carries -0.13

Below is a structure of composition C30H31N9OPtS, with properties calculated with ωB97M-V/def2-TZVPD.

Geometry as XYZ:
```
73
Properties=species:S:1:pos:R:3:forces:R:3
Pt -0.612043 0.711012 -0.082504 -0.1 0.2 0.4
S -0.020179 1.315781 3.274870 -0.1 0.0 -0.2
O -0.219792 1.712037 1.756750 0.2 0.0 0.2
N 0.809232 1.544115 -1.414196 -0.2 -0.1 -0.5
N 0.179647 -1.469446 0.290131 -0.1 0.0 -0.1
N -1.070685 -0.716187 -2.064763 0.1 -0.1 0.0
N 0.416061 -3.601645 -0.289178 0.0 -0.1 -0.2
N 1.023212 2.836015 -3.191663 0.0 0.0 0.1
N -4.641359 1.149471 -0.760162 0.0 0.0 0.1
N -0.940417 -2.719587 -3.023737 0.1 -0.2 0.0
N -2.723161 0.507513 0.124770 -0.1 -0.2 -0.5
N -1.393827 2.889662 -0.396254 0.0 0.1 0.0
C -4.788251 -0.212495 -0.468326 -0.1 0.0 0.0
C 0.396155 2.659909 -2.034743 0.1 0.0 0.2
C -0.052785 -2.379403 -0.695958 0.1 0.0 0.2
C -3.567018 -0.612535 0.065584 0.1 0.1 0.2
C 1.749669 0.948350 -2.269065 0.0 0.0 0.2
C 2.531382 -0.193127 -2.109945 0.0 0.0 0.0
C 3.438936 -0.475874 -3.114875 0.0 0.0 0.0
C 0.787209 -2.109727 1.281111 0.1 -0.1 0.0
C 3.582332 0.357296 -4.235737 0.0 0.0 0.0
C -0.663246 -1.997779 -1.889259 -0.1 0.1 -0.2
C 2.825873 1.505595 -4.390538 0.0 -0.1 0.1
C 3.812714 0.166182 2.817630 0.0 0.0 0.0
C 1.910238 1.768433 -3.381678 0.0 0.1 -0.1
C 2.622051 0.836709 2.615025 0.0 -0.1 0.0
C -3.388576 -1.915292 0.525546 0.0 0.0 0.0
C -5.682206 -2.362349 -0.154164 0.0 0.0 0.0
C -0.601599 3.597091 -1.424925 0.0 0.0 0.1
C 1.593345 -0.528496 4.349922 0.1 0.0 0.0
C -1.513034 -1.903887 -3.912024 0.0 0.1 0.1
C -5.877383 -1.063803 -0.590084 0.1 0.0 0.0
C 3.935514 -0.825901 3.802730 0.0 0.0 0.1
C 0.356323 2.901227 3.995973 0.0 0.0 0.1
C 1.517236 0.476943 3.387635 -0.1 0.0 0.1
C 2.808967 -1.166951 4.553060 0.0 0.0 0.0
C -3.417560 1.524626 -0.404394 0.1 0.0 0.2
C 0.942768 -3.473086 0.931281 0.0 0.2 0.1
C -1.585404 -0.636810 -3.280700 0.0 -0.1 -0.1
C 5.261082 -1.476763 4.059614 -0.1 0.0 0.0
C -2.868667 2.916562 -0.503305 0.0 0.0 0.0
C -4.460409 -2.779850 0.397545 0.0 0.0 0.0
H -1.126794 3.235639 0.519524 0.0 0.0 0.0
H 1.116690 -1.630975 2.191408 0.0 0.0 0.0
H 0.943445 3.651443 -3.786268 0.0 0.0 0.0
H -6.501409 -3.066024 -0.210895 0.0 0.0 0.0
H 2.885401 -1.920957 5.325881 0.0 0.0 0.0
H -6.832111 -0.735706 -0.978286 0.0 0.0 0.0
H 2.558801 1.636207 1.886360 0.0 0.0 0.0
H 2.962284 2.162164 -5.239145 0.0 0.0 0.0
H 5.242160 -2.066470 4.973127 0.0 0.0 0.0
H 1.245151 3.320095 3.528514 0.0 0.0 0.0
H -0.050668 4.415692 -0.953767 0.0 0.0 0.0
H 4.683289 0.443043 2.235850 0.0 0.0 0.0
H 4.323417 0.110189 -4.983574 0.0 0.0 0.0
H -1.241307 4.048895 -2.183690 0.0 -0.1 0.0
H 0.384223 -4.475425 -0.802702 0.0 0.0 0.0
H -0.747813 -3.699389 -3.198910 0.0 0.0 0.0
H -1.997744 0.266777 -3.701018 0.0 0.0 0.0
H 4.084702 -1.338968 -3.025581 0.0 0.0 0.0
H 6.045801 -0.726455 4.157313 0.0 0.0 -0.1
H 2.479084 -0.794788 -1.211144 0.0 0.0 0.0
H 0.530865 2.705648 5.055892 0.0 0.0 0.0
H -5.373962 1.764636 -1.091028 0.0 0.0 0.0
H -3.281630 3.504047 0.321294 0.0 0.0 0.0
H -2.478095 -2.219847 1.026402 0.0 0.0 0.0
H -3.190129 3.404207 -1.424216 0.0 -0.1 0.0
H -1.827128 -2.225295 -4.894311 0.0 0.0 0.0
H -4.377710 -3.793424 0.765910 0.0 0.0 0.0
H 5.529984 -2.135411 3.231358 0.1 0.0 0.0
H 0.732439 -0.793064 4.953729 0.0 0.0 0.0
H 1.381601 -4.294377 1.478242 0.0 0.0 0.0
H -0.515184 3.544359 3.886733 0.0 0.0 0.0
```
Forces are in eV/Å.

Output
Multiplicity: 5
HOMO level (alpha / beta), eV: -18.86 / -18.83
HOMO-LUMO gap (alpha / beta), eV: 7.13 / 4.13
Net charge: +4
Energy relative to the best compared isomer or geometry (same formula, charge and spin), kJ/mol: 184.62
LUMO level (alpha / beta), Ha: -0.4311 / -0.5400

Löwdin atomic charge list, values in e, 4 entries: number 1, Pt, carries 1.44; number 2, S, carries 1.07; number 3, O, carries -0.68; number 4, N, carries 0.00

Below is a structure of composition C30H31NOP2Tl at a distorted geometry, with properties calculated with ωB97M-V/def2-TZVPD.

Geometry as XYZ:
```
66
Properties=species:S:1:pos:R:3:forces:R:3
Tl 1.308622 -0.591537 0.546213 -0.5 -0.2 -0.2
P 0.735961 1.369417 2.548242 -0.5 0.4 0.3
P 2.574947 1.296441 -0.949831 0.1 0.5 -0.6
O 4.360934 -1.634599 2.672606 -1.6 0.9 -0.9
N -0.864445 2.329678 -0.412664 1.2 -0.5 0.5
C -1.654055 0.829492 -3.673883 0.1 0.0 0.3
C -2.981487 1.761054 2.535666 0.4 0.0 -0.1
C 0.295168 0.538611 4.116421 0.0 -0.3 0.0
C 3.513009 -1.001828 2.245668 2.1 -0.8 1.4
C -0.721399 1.915541 -1.701859 0.2 -0.5 -0.1
C 1.681401 2.722020 -1.725045 -0.6 0.3 -0.1
C -2.364209 0.128806 -1.325060 -0.2 -0.1 0.0
C -0.982454 -4.240605 -2.102489 0.2 0.4 -0.3
C -1.022594 -4.276133 -0.683865 0.3 0.8 0.6
C 0.440459 2.280790 -2.468574 -0.3 0.0 0.2
C -1.860534 2.115296 1.791509 0.0 0.0 -0.3
C -2.785676 0.884319 -0.108826 -0.3 -0.3 0.4
C -1.437442 -5.422223 1.429140 0.0 0.0 -0.8
C -0.566557 -3.114833 0.059415 -0.1 -0.9 -0.5
C -0.650142 1.405917 -4.452779 -0.1 0.2 -0.1
C 3.306268 0.426789 -2.379726 0.0 -0.2 -0.1
C -1.841827 1.819441 0.385520 -0.1 -0.4 0.1
C 4.038183 2.108300 -0.222741 0.1 0.0 0.1
C -4.037271 1.051547 1.942488 0.0 0.1 0.1
C -0.436080 -3.164134 -2.775444 -0.2 -0.2 0.3
C 0.427475 2.068147 -3.842861 0.2 -0.1 0.3
C -1.043886 -4.273771 2.148985 0.1 0.7 -0.3
C -1.457448 -5.409855 0.039539 -0.2 -0.2 0.7
C 2.126170 2.404871 3.114338 0.3 0.1 -0.1
C 0.035406 -2.073506 -0.681485 0.0 0.6 -0.2
C -0.598967 2.658106 2.419207 -0.4 0.2 -0.4
C -3.915791 0.565356 0.641418 0.2 0.1 -0.1
C 0.113324 -2.068363 -2.055661 0.0 -0.4 0.3
C -1.630459 0.999537 -2.289013 0.1 -0.1 -0.5
C -0.666154 -3.121834 1.474956 0.0 -0.6 0.3
H -0.414559 -2.208882 2.029712 0.0 -0.4 -0.1
H 1.378981 3.371193 -0.892158 0.2 0.0 -0.2
H -0.407643 -3.142481 -3.862185 0.0 -0.1 0.2
H 0.576590 -1.245538 -2.606323 -0.2 -0.2 0.2
H 0.190007 1.286010 4.916501 0.0 -0.2 -0.2
H -3.170847 -0.455340 -1.792985 0.2 0.2 0.2
H 3.044896 1.811355 3.188924 -0.2 0.1 0.0
H -0.810670 3.046006 3.425213 0.2 0.0 -0.2
H 1.082517 -0.175711 4.396378 -0.2 0.2 -0.1
H -1.797924 -6.283342 -0.523618 0.1 0.2 0.3
H -4.928566 0.834522 2.527390 0.2 0.0 -0.1
H -4.689285 -0.059181 0.187976 0.3 0.1 0.3
H 3.725266 2.903597 0.467973 0.1 -0.2 -0.2
H -0.647861 -0.011858 4.002295 0.2 0.1 0.0
H 1.288243 2.398890 -4.433753 -0.4 -0.2 0.1
H -1.573827 -0.613637 -0.942722 -1.1 0.8 -0.5
H 1.888595 2.821565 4.102656 0.1 0.0 -0.3
H -1.382374 -5.092389 -2.656327 0.2 0.2 0.1
H 4.639172 1.376131 0.334810 -0.1 0.2 -0.2
H -1.737549 -6.317117 1.969918 0.0 0.2 -0.1
H -2.460583 0.242459 -4.119779 0.4 0.1 0.1
H 2.294248 3.220751 2.400331 0.0 -0.1 0.2
H -3.013228 2.031044 3.595625 -0.1 -0.1 -0.4
H 2.551049 -0.197460 -2.877460 0.2 0.2 0.1
H 3.706339 1.159541 -3.097385 -0.1 -0.3 0.2
H 4.120494 -0.231688 -2.037611 -0.3 0.2 -0.1
H 4.652182 2.536398 -1.029877 -0.2 -0.1 0.3
H 2.368465 3.244097 -2.405967 -0.1 -0.1 0.3
H -0.674022 1.308800 -5.536282 0.0 0.0 0.2
H -1.042942 -4.291878 3.238087 -0.1 0.0 -0.3
H -0.193615 3.447886 1.771117 0.0 -0.1 0.3
```
Forces are in eV/Å.

Output
HOMO level (alpha / beta), eV: -9.94 / -9.36
HOMO-LUMO gap (alpha / beta), eV: 6.30 / 5.12
Net charge: +1
Energy relative to the best compared isomer or geometry (same formula, charge and spin), kJ/mol: 0.00
LUMO level (alpha / beta), Ha: -0.1338 / -0.1555

Löwdin atomic charge list, values in e, 4 entries: number 1, Tl, carries 0.69; number 2, P, carries 0.79; number 3, P, carries 0.78; number 4, O, carries 0.08